[1]
C35H74N7O5S2 | ωB97M-V/def2-TZVPD

Computed properties:
Charge   +1
F_max   1.68 eV Å⁻¹
Kohn-Sham gap   5.622 eV
LUMO level   -4.15 eV

Last column: Mulliken charge in e.
Element x y z (Å)
C 1.4383 1.5980 3.7380  -1.267
C 0.4851 0.6235 4.4681  -0.106
C 1.1812 -0.1217 5.6173  -0.460
C 0.7408 -1.5815 5.8861  -1.618
N 0.3181 -2.3900 4.7391  0.080
C 1.2421 -2.4753 3.6113  -0.805
C 2.7190 -2.5470 4.0130  -1.017
C 3.5522 -3.2047 2.9065  -1.263
C 3.8564 -2.2599 1.7375  -0.324
N 3.8927 -2.9506 0.3992  0.533
C 4.9891 -3.7468 0.2757  -0.542
N 4.9853 -4.9779 0.9149  -0.297
N 6.1009 -3.4455 -0.4047  0.379
C 7.2861 -3.4277 0.5024  -0.915
C 6.0215 -2.3393 -1.3862  -1.325
C 4.9804 -1.3076 -1.0312  0.159
O 4.9124 -0.4419 -2.1360  -0.597
C 3.6676 -2.0565 -0.7586  1.128
C 3.1373 -2.8734 -1.9373  -1.529
C 2.3104 -2.0712 -2.9465  -0.563
C 1.0151 -1.4395 -2.3876  -0.811
C 1.0917 0.1068 -2.3923  -1.049
C 0.5479 0.7918 -1.1301  -0.005
C -1.0006 0.8253 -1.1081  -1.047
C -1.5392 2.2505 -0.9818  -0.227
C -1.2142 2.8897 0.3624  -0.444
O -1.5693 4.2522 0.3928  -0.471
C -2.9321 4.5215 0.7101  -0.544
C -1.0133 -2.4075 4.4084  0.558
S -1.6037 -3.4196 3.2429  -0.349
S -2.0829 -1.3437 5.3135  -0.148
C -3.7268 -2.0667 5.1256  -0.719
C -4.4858 -1.8601 6.4545  -0.386
C -5.9957 -2.0610 6.2489  -1.139
H 1.1577 1.6665 2.6841  0.041
H 1.4384 2.5935 4.1781  0.401
H 2.4613 1.2062 3.7452  0.356
H -0.3513 1.2115 4.8481  0.513
H 0.0688 -0.0491 3.7172  0.072
H 2.2670 -0.0728 5.5105  0.494
H 0.9708 0.4285 6.5399  0.438
H 1.5839 -2.0942 6.3563  0.316
H -0.0390 -1.5897 6.6421  0.624
H 1.0891 -1.6829 2.8671  0.215
H 1.0170 -3.4056 3.0862  0.831
H 2.8706 -3.0745 4.9529  0.487
H 3.1051 -1.5289 4.1417  0.114
H 4.5025 -3.4980 3.3669  0.396
H 3.0517 -4.1017 2.5399  0.707
H 4.8143 -1.7639 1.9216  0.224
H 3.0972 -1.4863 1.6291  0.535
H 4.5989 -5.7793 0.4498  0.199
H 5.2443 -5.0355 1.8823  0.237
H 8.1212 -2.9881 -0.0298  0.421
H 7.5690 -4.4499 0.7533  0.350
H 7.0880 -2.8980 1.4342  0.314
H 5.8014 -2.7747 -2.3603  0.254
H 7.0005 -1.8735 -1.4773  0.547
H 5.3150 -0.7659 -0.1376  0.409
H 4.3956 0.3288 -1.9071  0.441
H 2.9128 -1.3046 -0.5134  -0.344
H 2.5065 -3.6799 -1.5522  0.390
H 3.9411 -3.3584 -2.5025  0.367
H 2.9215 -1.3304 -3.4628  0.641
H 1.9989 -2.7938 -3.7070  -0.102
H 0.1713 -1.7965 -2.9742  0.722
H 0.8702 -1.7618 -1.3489  0.397
H 2.1383 0.4120 -2.5190  0.301
H 0.5470 0.4917 -3.2596  0.569
H 0.9575 0.2939 -0.2441  -0.333
H 0.9018 1.8270 -1.1628  0.535
H -1.3769 0.2452 -0.2575  0.390
H -1.3936 0.3338 -2.0007  0.482
H -2.6282 2.2443 -1.0994  0.318
H -1.1340 2.8819 -1.7817  0.158
H -1.7097 2.3206 1.1615  0.386
H -0.1384 2.8550 0.5616  0.156
H -3.3867 5.0723 -0.1160  0.051
H -3.5153 3.6118 0.8628  0.360
H -2.9747 5.1261 1.6194  0.298
H -3.6572 -3.1223 4.8742  0.420
H -4.2336 -1.5317 4.3232  0.407
H -4.2530 -0.8532 6.8095  0.342
H -4.0901 -2.5816 7.1699  0.286
H -6.2566 -1.9108 5.2000  0.343
H -6.5846 -1.3646 6.8408  0.326
H -6.2690 -3.0833 6.5104  0.291
C 0.0673 -4.6920 -5.4543  0.083
O -0.1251 -3.9433 -4.5114  -0.548
N 0.4348 -4.2885 -6.6834  0.105
C 0.6460 -5.2226 -7.7726  -0.925
C 0.6197 -2.8663 -6.9204  -0.843
H -0.0531 -5.7848 -5.3732  0.312
H 1.6720 -5.1545 -8.1390  0.343
H -0.0355 -5.0062 -8.5968  0.339
H 0.4643 -6.2381 -7.4271  0.291
H 1.3933 -2.4694 -6.2616  0.196
H -0.3054 -2.3261 -6.7180  0.307
H 0.9115 -2.7095 -7.9557  0.385
C -5.8923 4.0969 -0.9149  0.140
O -5.7631 3.2411 -0.0528  -0.678
N -6.9798 4.8715 -1.0660  0.078
C -7.0628 5.8815 -2.1041  -0.757
C -8.0997 4.6916 -0.1589  -0.970
H -5.1040 4.3158 -1.6537  0.353
H -7.2029 6.8688 -1.6603  0.328
H -7.9042 5.6718 -2.7689  0.343
H -6.1422 5.8919 -2.6815  0.164
H -7.7842 4.8648 0.8704  0.294
H -8.4836 3.6734 -0.2274  0.299
H -8.8877 5.3939 -0.4187  0.391
C -3.0096 6.4767 -3.5854  0.088
O -3.7158 6.4336 -2.5923  -0.580
N -1.6679 6.5324 -3.5677  0.200
C -0.8856 6.5625 -4.7860  -0.926
C -0.9855 6.5577 -2.2813  -0.783
H -3.4278 6.4633 -4.6063  0.259
H -0.2162 5.7007 -4.8294  0.322
H -0.2860 7.4737 -4.8318  0.335
H -1.5461 6.5358 -5.6504  0.299
H -1.2511 5.6727 -1.7012  0.106
H -1.2935 7.4338 -1.7100  0.316
H 0.0894 6.5877 -2.4414  0.376

Forces on atoms 1 to 2 (eV/Å):
-0.063 -0.536 -0.175
0.408 0.514 -0.278

[2]
C35H74NO10S5 | ωB97M-V/def2-TZVPD

Computed properties:
Charge   +1
F_max   0.83 eV Å⁻¹
Kohn-Sham gap   7.742 eV
LUMO level   -3.34 eV

Last column: Mulliken charge in e.
Element x y z (Å)
C 0.7062 -5.4793 4.9416  -1.206
C 0.4960 -6.3427 3.6936  0.172
C 1.4302 -6.0062 2.5263  -1.233
C 1.4575 -4.5136 2.1627  -0.279
C 0.3378 -4.1659 1.1569  -1.233
C -0.3025 -2.7830 1.3911  -0.784
C -1.7664 -2.9521 1.8251  0.953
C -2.4970 -1.6273 2.0498  -0.969
C -3.7546 -1.7438 2.9115  -0.267
C -3.5045 -2.1164 4.3821  -1.011
C -3.4934 -3.6057 4.7687  -0.490
C -4.5977 -4.4698 4.1259  -0.477
C -4.0021 -5.5777 3.2368  0.709
C -4.9678 -6.2210 2.2119  -1.151
C -6.4495 -6.0632 2.5182  -0.630
N -6.9966 -4.7774 1.9105  -0.245
H 1.7639 -5.2918 5.1295  0.367
H 0.3126 -6.0028 5.8165  0.380
H 0.1726 -4.5294 4.8920  0.203
H -0.5445 -6.2277 3.3661  -0.222
H 0.6447 -7.3880 3.9698  0.440
H 1.0893 -6.5538 1.6435  0.404
H 2.4443 -6.3406 2.7541  0.384
H 1.3481 -3.8836 3.0453  0.402
H 2.4059 -4.2491 1.7004  0.198
H -0.4385 -4.9327 1.2758  0.701
H 0.7081 -4.2494 0.1358  0.439
H -0.2673 -2.1661 0.4922  0.227
H 0.2024 -2.2920 2.2249  0.355
H -1.7426 -3.5291 2.7520  -0.704
H -2.2883 -3.5036 1.0359  0.319
H -2.8182 -1.2710 1.0634  0.234
H -1.8258 -0.8527 2.4297  0.439
H -4.2353 -0.7615 2.9106  0.354
H -4.4581 -2.4169 2.4054  -0.016
H -2.5139 -1.7238 4.6317  0.415
H -4.1966 -1.5845 5.0362  0.410
H -3.6234 -3.6583 5.8508  0.530
H -2.5302 -4.0744 4.5693  -0.153
H -5.3314 -3.8511 3.6005  0.108
H -5.1427 -4.9666 4.9333  0.416
H -3.6510 -6.3635 3.9052  0.466
H -3.1369 -5.1918 2.6986  -0.526
H -4.7633 -7.2909 2.1694  0.398
H -4.7529 -5.8507 1.2043  0.456
H -6.6795 -6.0764 3.5784  0.301
H -6.9983 -6.8827 2.0582  0.448
H -6.2236 -4.1996 1.5726  0.256
H -7.4806 -4.2235 2.6169  0.371
H -7.6149 -4.9597 1.1223  0.374
C 4.0678 0.5451 -1.0247  -0.385
C 3.3134 1.0781 0.2004  -0.687
C 2.3135 0.0004 0.6299  -0.294
S 3.0359 -1.5625 0.1235  1.359
O 2.1842 -2.1651 -0.8796  -0.730
O 3.4200 -2.3259 1.2906  -0.757
C 4.4815 -0.8794 -0.6739  -0.889
H 4.9410 1.1481 -1.2641  0.114
H 3.4030 0.5408 -1.8920  0.322
H 4.0227 1.2654 1.0116  0.295
H 2.8006 2.0112 -0.0159  0.362
H 2.1603 -0.0247 1.7068  0.477
H 1.3622 0.1004 0.1209  0.011
H 4.7412 -1.4929 -1.5331  0.490
H 5.2936 -0.8910 0.0533  0.326
C -2.8471 3.7420 -0.4198  -0.694
C -3.1278 2.2313 -0.4591  -0.501
C -2.0852 1.6052 -1.3922  -0.140
S -0.6413 2.6703 -1.3122  1.013
O -0.4306 3.2587 -2.6120  -0.665
O 0.4336 1.9677 -0.6448  -0.562
C -1.3410 3.8912 -0.2202  -0.126
H -3.4018 4.2376 0.3753  0.427
H -3.1411 4.1961 -1.3684  0.293
H -3.0237 1.8139 0.5456  0.071
H -4.1382 2.0140 -0.8034  0.444
H -1.7976 0.6020 -1.0845  0.226
H -2.4278 1.5924 -2.4267  -0.004
H -0.9444 4.8724 -0.4883  -0.071
H -1.0463 3.6294 0.7964  0.364
C -2.4468 -1.5497 -6.5620  -0.615
C -1.3606 -0.6295 -5.9867  -0.562
C -1.9157 0.8005 -6.0033  -0.479
S -3.7020 0.6433 -5.8656  1.111
O -4.3062 1.1221 -7.0806  -0.674
O -4.1341 1.1331 -4.5779  -0.630
C -3.7453 -1.1469 -5.8697  -0.680
H -2.2170 -2.6010 -6.3953  0.341
H -2.5369 -1.3919 -7.6385  0.311
H -1.1351 -0.9268 -4.9606  0.232
H -0.4346 -0.6936 -6.5550  0.336
H -1.5541 1.4018 -5.1718  0.203
H -1.7085 1.3077 -6.9432  0.368
H -4.6440 -1.4781 -6.3846  0.407
H -3.7621 -1.4761 -4.8309  0.330
C 1.0204 10.1216 -1.5906  -0.590
C 0.8070 9.3519 -2.9018  -0.611
C 1.2008 7.8913 -2.6454  -0.651
S 0.9102 7.6001 -0.8971  1.145
O 2.1678 7.3327 -0.2487  -0.703
O -0.2022 6.6905 -0.7362  -0.732
C 0.3918 9.2640 -0.4964  -0.733
H 0.5707 11.1123 -1.6240  0.348
H 2.0884 10.2433 -1.3993  0.293
H -0.2447 9.4054 -3.1888  0.306
H 1.3903 9.7742 -3.7179  0.324
H 0.6037 7.1853 -3.2171  0.344
H 2.2584 7.7143 -2.8296  0.372
H 0.7286 9.5074 0.5083  0.401
H -0.6965 9.2888 -0.5444  0.353
C 8.9902 4.0103 -1.8152  -0.548
C 8.2221 4.5248 -0.5894  -0.691
C 7.2109 3.4409 -0.1951  -0.580
S 7.9250 1.8777 -0.7278  1.241
O 7.0865 1.3158 -1.7609  -0.667
O 8.2916 1.0899 0.4199  -0.708
C 9.3866 2.5739 -1.4882  -0.776
H 9.8638 4.6224 -2.0327  0.350
H 8.3415 4.0255 -2.6936  0.286
H 8.9194 4.6953 0.2328  0.299
H 7.7200 5.4689 -0.7936  0.331
H 7.0406 3.3932 0.8773  0.423
H 6.2620 3.5613 -0.7150  0.308
H 9.6523 1.9780 -2.3579  0.394
H 10.1858 2.5364 -0.7487  0.349

Forces on atoms 1 to 2 (eV/Å):
-0.189 -0.354 0.190
0.116 0.248 -0.011

[3]
C35H74NO17 | ωB97M-V/def2-TZVPD

Computed properties:
Charge   +1
F_max   15.63 eV Å⁻¹
Kohn-Sham gap   9.893 eV
ΔE to the lowest compared entry with this formula, charge and spin   401.2 kJ/mol
LUMO level   -1.57 eV

Last column: Mulliken charge in e.
Element x y z (Å)
N -0.0413 -0.0601 -0.3702  2.025
H -0.1164 -1.0353 -0.5645  -0.156
H -1.0254 0.1509 -0.5187  -0.448
H 0.3301 0.4469 -1.0989  -0.166
H 0.1121 0.1277 0.6884  -0.105
O -1.4948 1.5498 -2.8090  -0.242
C -1.2158 1.8682 -3.9548  0.621
O -1.7766 3.0269 -4.4828  -0.412
C -2.7648 3.6921 -3.8323  0.662
C -3.0680 5.0185 -4.4766  -1.987
C -0.1600 1.3836 -4.9167  -1.040
H -2.5680 3.8034 -2.7084  -0.101
H -3.9493 3.3837 -3.9610  0.026
H -3.6804 5.6685 -3.7862  0.408
H -3.6333 4.8236 -5.3053  0.447
H -2.4280 5.6499 -4.5785  0.722
H -0.0267 2.2477 -5.5215  0.409
H -0.7734 0.6456 -5.3734  0.387
H 0.6817 0.9348 -4.3958  0.012
O -2.7319 -1.7969 -0.8778  -0.089
C -3.9055 -1.7308 -0.5205  0.529
O -4.9831 -1.4493 -1.4294  -0.338
C -4.6355 -1.3300 -2.8628  -0.226
C -5.7732 -0.3660 -3.3723  -1.155
C -4.3981 -2.0847 0.8389  -1.203
H -4.5393 -2.2030 -3.2221  0.810
H -3.7103 -0.6254 -2.9704  -0.106
H -5.5481 0.6525 -3.2856  0.211
H -6.6410 -0.7912 -2.8089  0.352
H -5.6504 -0.3811 -4.4917  0.359
H -5.2067 -2.7056 0.6942  0.574
H -4.8638 -1.1222 1.1779  0.224
H -3.7882 -2.7375 1.4793  0.160
O -1.6721 2.1108 0.8561  -0.232
C -2.8759 2.4613 0.8093  0.504
O -3.2493 3.5553 1.5686  -0.400
C -2.2631 4.3599 2.2808  0.448
C -2.8350 5.6853 2.7321  -1.215
C -3.9423 1.7594 0.0025  -0.985
H -1.3031 4.3943 1.7934  -0.156
H -1.8805 3.9184 3.3623  0.114
H -2.0521 6.3902 2.9046  0.377
H -3.4224 5.3870 3.6489  0.295
H -3.5744 6.0033 1.9919  0.340
H -3.5579 0.8919 -0.7640  -0.196
H -4.3726 2.5909 -0.4736  0.500
H -4.6327 1.2676 0.5816  0.564
O 1.8306 -2.2671 0.4745  0.007
C 2.4944 -3.0978 1.1187  0.535
O 2.2140 -4.3199 1.5785  -0.343
C 0.8669 -4.7240 1.5117  0.035
C 0.8800 -5.5010 0.2084  -0.894
C 3.9673 -2.8490 1.3876  -0.744
H 0.1280 -4.0718 1.5768  -0.187
H 0.7821 -5.3841 2.2803  0.652
H -0.2549 -5.7078 -0.4383  0.058
H 1.1207 -6.5616 0.3855  0.359
H 1.4032 -4.9847 -0.5929  0.258
H 3.9580 -2.5854 2.4140  0.045
H 4.3424 -1.9040 0.9187  -0.013
H 4.5569 -3.7189 1.1319  0.392
O 1.9690 1.0625 2.0975  -0.306
C 2.9560 1.0597 2.8741  0.799
O 3.0484 0.2430 4.0051  -0.361
C 2.0843 -0.8001 4.3295  0.703
C 2.8292 -1.8238 5.1713  -1.625
C 3.9794 2.2011 2.8982  -1.395
H 1.5768 -1.2989 3.3368  -0.262
H 1.2925 -0.2818 4.9428  0.226
H 3.7005 -2.0347 4.7801  0.562
H 2.2732 -2.8145 5.2229  0.302
H 3.1074 -1.6539 6.3227  0.257
H 4.9710 1.8010 2.8256  0.297
H 4.0786 2.7011 3.8722  0.409
H 3.6995 2.8667 2.2159  0.269
O -0.6986 -1.4655 2.3175  -0.137
C -1.2647 -1.1029 3.4029  0.618
O -1.5957 -1.9487 4.3455  -0.300
C -1.2134 -3.3564 4.2564  0.427
C -1.0506 -3.7059 5.7540  -1.208
C -1.7438 0.2304 3.8102  -1.193
H -0.3492 -3.5862 3.6572  -0.287
H -2.0049 -4.1278 3.7313  0.214
H -0.8542 -4.7169 5.7901  0.469
H -1.8730 -3.3815 6.4365  0.326
H -0.0751 -3.0717 6.2286  0.151
H -1.1169 1.0246 3.6252  0.281
H -2.1024 0.4234 4.8792  0.354
H -2.6829 0.4309 3.3096  0.301
O 0.9846 -1.5607 -2.9413  -0.193
C 1.0621 -2.6364 -3.5785  0.742
O 0.1640 -3.6377 -3.5031  -0.376
C -1.0017 -3.3684 -2.9506  0.845
C -2.1552 -4.4864 -3.1402  -2.027
C 2.3369 -3.0211 -4.3630  -1.862
H -1.6238 -2.5503 -3.6638  0.000
H -1.0551 -3.0244 -1.8089  -0.187
H -2.3904 -4.4703 -4.1114  0.626
H -3.0617 -4.4426 -2.7009  0.454
H -1.8904 -5.3837 -2.6779  0.450
H 2.7193 -2.1420 -4.5472  0.470
H 1.9445 -3.4228 -5.1025  0.670
H 2.9475 -3.5347 -3.6602  0.328
O 6.0961 2.9473 -0.0837  -0.614
C 6.3752 1.6823 -0.0325  0.804
O 5.5895 0.7141 -0.5175  -0.345
C 4.3639 1.0227 -1.2448  -0.289
C 3.6849 -0.2291 -1.7361  -1.488
C 7.6959 1.2552 0.5710  -1.427
H 4.5719 1.5945 -2.0044  0.822
H 3.8293 1.8587 -0.5832  0.083
H 2.7170 0.0065 -1.9986  0.143
H 3.5475 -0.8359 -0.8775  -0.143
H 4.3190 -0.4517 -2.2728  1.146
H 7.6019 0.2456 0.7982  0.390
H 7.8707 1.7152 1.4498  0.416
H 8.5636 1.2973 0.0264  0.390
C 1.2143 4.3655 0.1424  -0.881
C 1.1561 3.8892 -1.2876  0.818
O 1.6226 2.6294 -1.6597  -0.452
C 0.3635 4.8458 -2.2935  -0.927
H 0.5585 5.2844 0.4526  0.297
H 2.1476 4.7477 0.4586  0.571
H 1.2350 3.4982 0.8725  -0.015
H -0.0891 4.1672 -2.7785  -0.310
H 0.8417 5.4658 -2.9082  0.531
H -0.4803 5.3391 -1.8148  0.371

Forces on atoms 1 to 2 (eV/Å):
-3.212 -0.810 3.631
1.148 -1.306 -0.085